[1]
The following is a quantum chemistry calculation of C29H34N6O3 in the gas phase, from OMol25.

The frontier orbital gap comes out at 9.5644 eV. The calculation puts the HOMO energy at -8.9115 eV. The SMILES is CN(C[C@H](Cc1ccccc1)N(C[C@H](Cc1ccccc1)N(CC1(c2ccccc2)CC1)N=O)N=O)N=O. The calculation puts the max |F| at 1.1 eV Å⁻¹.

XYZ file:
```
72
C29H34N6O3 wB97M-V/def2-TZVPD
C -2.36668 -3.64942 1.93563
N -2.14764 -3.43357 0.52138
C -3.13746 -2.74165 -0.26255
C -2.99919 -1.20703 -0.18066
C -4.36354 -0.52087 -0.39381
C -4.20283 0.97296 -0.33863
C -4.05901 1.61534 0.88601
C -3.84730 2.98109 0.94298
C -3.77402 3.72101 -0.22569
C -3.91899 3.08980 -1.44908
C -4.13127 1.72302 -1.50497
N -2.05726 -0.72971 -1.18122
C -1.07406 0.29645 -0.88207
C 0.34336 -0.20478 -0.54297
C 0.73941 -1.41548 -1.40955
C 2.20623 -1.72354 -1.31104
C 3.14034 -0.86704 -1.88373
C 4.49331 -1.13161 -1.77548
C 4.92822 -2.25715 -1.09540
C 4.00377 -3.11959 -0.53089
C 2.64875 -2.85572 -0.63730
N 0.47911 -0.48430 0.87616
C 1.75517 -0.27333 1.54140
C 2.00850 1.19598 1.84625
C 2.47775 1.99183 0.67197
C 3.76406 1.78714 0.18343
C 4.21903 2.49541 -0.91328
C 3.39337 3.41451 -1.53904
C 2.11157 3.62451 -1.06027
C 1.65608 2.91842 0.03945
C 2.59151 1.52631 3.19515
C 1.15642 1.84139 2.90192
N -0.57194 -0.90572 1.48978
O -0.50855 -1.12638 2.70717
N -2.32871 -1.09004 -2.40220
O -1.64550 -0.61816 -3.30916
N -1.07371 -3.80570 -0.10258
O -0.19180 -4.36783 0.55198
H -2.07771 -2.77071 2.51486
H -3.41091 -3.89293 2.11697
H -1.72674 -4.48034 2.23767
H -4.12813 -3.03617 0.08984
H -3.02149 -3.04305 -1.30620
H -2.59455 -0.93269 0.79531
H -5.04891 -0.85107 0.38823
H -4.75777 -0.82261 -1.36499
H -4.11397 1.04092 1.79993
H -3.73884 3.46878 1.90058
H -3.60811 4.78710 -0.18174
H -3.86577 3.66189 -2.36329
H -4.23960 1.23376 -2.46215
H -1.45086 0.92736 -0.07578
H -0.99684 0.89007 -1.80215
H 1.03628 0.61574 -0.75633
H 0.15473 -2.28637 -1.10902
H 0.49007 -1.17192 -2.44468
H 2.80481 0.00999 -2.41979
H 5.20926 -0.46025 -2.22646
H 5.98511 -2.46386 -1.01136
H 4.33747 -4.00208 -0.00556
H 1.93032 -3.53057 -0.19519
H 2.54843 -0.68237 0.91395
H 1.69379 -0.84113 2.47567
H 4.40787 1.06962 0.67114
H 5.22113 2.33087 -1.28012
H 3.74767 3.96595 -2.39705
H 1.46223 4.33870 -1.54486
H 0.65117 3.08052 0.40364
H 3.29086 2.34716 3.24822
H 2.81491 0.71657 3.87271
H 0.88015 2.87787 2.78140
H 0.39744 1.23874 3.37754
```



[2]
The following is a quantum chemistry calculation of 4 unconnected molecules or ions with the total composition C29H35BF3NO3S2, from OMol25.

The frontier orbital gap comes out at 7.9886 eV. The calculation puts the HOMO energy at -8.3240 eV. The SMILES is O=COCCBCCCSC(=S)N1CCOCC1.Fc1ccccc1.Fc1ccccc1.Fc1ccccc1. The calculation puts the max |F| at 8.0 eV Å⁻¹.

XYZ file:
```
74
C29H35BF3NO3S2 wB97M-V/def2-TZVPD
O 2.97299 -1.95295 1.80230
C 2.75836 -1.79218 0.70250
O 2.67131 -0.61375 0.20442
C 2.73690 -0.51196 -1.23779
C 2.47204 0.89726 -1.65770
B 2.38676 1.85909 -0.43920
C 1.16333 2.77650 -0.22864
C -0.09732 1.98214 0.10255
C -1.27391 2.55890 -0.67621
S -1.54327 1.56425 -2.17099
C -3.26699 1.19620 -2.42474
S -3.92878 1.69057 -3.76811
N -3.96898 0.42517 -1.57002
C -3.80489 -1.00714 -1.84449
C -4.54606 -1.78518 -0.86528
O -4.16659 -1.44938 0.43416
C -4.55976 -0.13146 0.65100
C -3.75835 0.74658 -0.18204
H 2.67924 -2.62360 0.04924
H 3.68244 -0.79645 -1.57473
H 2.01094 -1.15362 -1.65840
H 1.59208 0.95044 -2.23343
H 3.28075 1.19228 -2.26062
H 3.27575 1.90888 0.35465
H 0.98584 3.24057 -1.15978
H 1.35384 3.49386 0.51149
H -0.31260 1.97885 1.13035
H 0.05111 0.99698 -0.21051
H -2.09138 2.57558 -0.01884
H -1.03015 3.55496 -0.89838
H -2.76657 -1.26055 -1.86568
H -4.20223 -1.18744 -2.79658
H -4.35150 -2.79329 -1.01205
H -5.58629 -1.59559 -0.99697
H -4.38865 0.09771 1.65681
H -5.57251 0.00759 0.40861
H -4.06515 1.72791 0.02840
H -2.74270 0.64494 0.09455
F 10.24039 -1.21354 0.51422
C 8.94325 -1.38284 0.84943
C 8.15527 -0.27055 1.04647
C 6.82413 -0.44955 1.38643
C 6.30495 -1.72657 1.53215
C 7.12042 -2.82974 1.33142
C 8.45100 -2.66204 0.98274
H 8.58223 0.71656 0.93475
H 6.18904 0.41154 1.53867
H 5.26949 -1.85923 1.80207
H 6.71975 -3.82655 1.44749
H 9.10243 -3.50858 0.81493
F 1.97735 -4.68416 -1.21423
C 0.91597 -5.07284 -0.46807
C 0.73599 -4.50261 0.77183
C -0.35071 -4.89747 1.53360
C -1.22483 -5.85833 1.05244
C -1.01774 -6.42055 -0.19913
C 0.05853 -6.02260 -0.97431
H 1.43733 -3.77032 1.13350
H -0.51038 -4.45660 2.50619
H -2.06797 -6.16898 1.65283
H -1.69683 -7.17262 -0.57453
H 0.23548 -6.44196 -1.95512
F -2.30327 6.34629 -0.58729
C -3.42598 5.95144 0.04897
C -3.53253 6.15606 1.40831
C -4.68766 5.74981 2.05547
C -5.70901 5.13831 1.34454
C -5.57471 4.93776 -0.01997
C -4.42675 5.35401 -0.67476
H -2.72046 6.62612 1.94580
H -4.78887 5.91019 3.11898
H -6.60646 4.81821 1.85392
H -6.36375 4.45565 -0.57893
H -4.30417 5.21358 -1.74067
```



[3]
The following is a quantum chemistry calculation of a molecular structure, C29H35N7O2PSeTc, from OMol25.

The frontier orbital gap (spin up / spin down) comes out at 8.8457 / 5.0366 eV. The calculation puts the HOMO energy (spin up / spin down) at -16.6161 / -16.5440 eV. Its spin multiplicity is 4. The calculation puts the max |F| at 0.4 eV Å⁻¹. The total charge is +3.

XYZ file:
```
76
C29H35N7O2PSeTc wB97M-V/def2-TZVPD
Tc -0.07169 -0.60774 0.75096
N -0.86073 1.41668 0.48927
C -2.23300 1.47613 1.09062
C -2.99583 0.21907 0.72829
N -2.19338 -0.95596 1.14654
H -0.28456 2.11509 0.96171
H -0.90594 1.71383 -0.48490
H -2.75988 2.36931 0.75703
H -2.10468 1.55019 2.17264
H -3.15095 0.15905 -0.35071
H -3.98075 0.22476 1.19566
H -2.52121 -1.82172 0.71864
H -2.32234 -1.14178 2.14038
N 2.19412 -0.52468 2.82749
P 0.55014 -0.15740 2.96326
C -0.18549 -1.28935 4.13975
C 0.46704 -2.45780 4.52298
C -0.16676 -3.35239 5.37494
C -1.45103 -3.09037 5.83494
C -2.11104 -1.92998 5.44481
C -1.48230 -1.03117 4.59715
C 0.46532 1.53274 3.58236
C -0.17526 1.92131 4.75638
C -0.16497 3.25761 5.13779
C 0.48478 4.20433 4.36176
C 1.15055 3.82054 3.20143
C 1.14315 2.49242 2.81392
C 2.81698 -0.38837 1.59553
C 4.21027 -0.36827 1.50698
C 4.79952 -0.18081 0.28018
C 3.99227 -0.01219 -0.85138
C 2.63582 -0.06442 -0.69205
N 2.02913 -0.25690 0.50536
H 2.80634 -0.45992 3.63094
H 1.46318 -2.67477 4.15999
H 0.34764 -4.25044 5.69006
H -1.93622 -3.78543 6.50716
H -3.10628 -1.72196 5.81414
H -1.99419 -0.11213 4.32701
H -0.65512 1.19527 5.39693
H -0.65492 3.55380 6.05536
H 0.49329 5.24128 4.66947
H 1.68677 4.55445 2.61479
H 1.71018 2.19495 1.93465
H 4.80454 -0.48633 2.40290
H 5.87781 -0.15228 0.19662
H 4.41827 0.16241 -1.82811
H 1.97166 0.06093 -1.53534
N -1.80930 -3.95595 2.19262
C -0.63675 -4.62989 1.63066
C 0.14607 -3.68747 0.74134
O 0.63051 -4.05540 -0.31992
O 0.28557 -2.47606 1.20947
H -1.61371 -3.63827 3.13545
H -2.57714 -4.61242 2.26484
H -0.92221 -5.48902 1.02980
H 0.05765 -4.98754 2.40027
C -0.68090 -0.94710 -5.21579
N 0.06848 -1.87779 -4.36742
C 0.12217 -1.89018 -2.99606
Se -0.78733 -0.76073 -1.89950
N 0.93226 -2.90519 -2.61273
C 1.38313 -3.56645 -3.70327
C 2.19743 -4.69728 -3.83516
C 2.44787 -5.10096 -5.11638
C 1.91321 -4.41052 -6.26083
C 1.11066 -3.30799 -6.14858
C 0.83736 -2.89157 -4.84184
H -1.23734 -0.26150 -4.58588
H -1.37318 -1.51206 -5.83646
H 0.01386 -0.38901 -5.84014
H 0.97600 -3.25660 -1.61462
H 2.59373 -5.21505 -2.97346
H 3.06721 -5.96989 -5.29390
H 2.15918 -4.79146 -7.24317
H 0.70986 -2.80108 -7.01460
```